No. 1
Density functional theory data (ωB97M-V/def2-TZVPD) for a molecular structure, C39H64GeN4O2SSi4Sn.

Geometry as ORCA input:
```
! wB97M-V def2-TZVPD RIJCOSX def2/J DEFGRID3
* xyz -2 1
Sn -0.5578 0.8429 -0.7690
Ge -3.6904 1.9791 -1.7162
S -0.0419 -4.3492 0.5326
Si 4.7415 -2.0528 1.4192
Si 3.5971 -0.0415 1.6420
Si 4.3622 0.6298 3.7446
Si 4.7611 1.3820 0.2014
O 0.0807 4.9658 0.0438
O 0.1588 2.8627 -0.6868
N -2.1141 -1.7757 1.8001
N -0.1650 0.7804 1.5419
N 2.4142 -5.3674 0.1901
N 0.9417 -6.8514 0.8467
C -4.7469 0.0088 -3.7367
C 4.5298 -2.7347 -0.3476
C 4.1183 3.1511 0.3675
C 6.1952 0.5091 4.2600
C -4.9341 3.4212 -1.1092
C -6.8953 -1.0771 -3.6547
C -6.2923 0.5821 -2.0191
C -6.6621 5.4204 -0.1579
C -0.5138 3.2472 1.5865
C 3.9861 -3.3480 2.5944
C -1.9316 4.6976 -4.4926
C -0.0655 3.7637 0.2202
C -3.8775 -4.1654 0.0591
C 6.6559 1.5170 0.3429
C 1.1123 -5.5269 0.5134
C 3.4672 -0.3742 5.1040
C -5.9285 3.9629 -1.9253
C -5.6568 -0.9026 -4.2590
C -2.6555 2.7786 -3.1962
C 4.4349 0.9045 -1.6028
C -1.7614 1.9978 -3.9320
C -6.7846 4.9535 -1.4617
C -2.6047 1.2820 -0.3710
C 0.3150 2.0634 2.0862
C 3.9587 2.4570 4.0827
C -4.8254 3.9044 0.1920
C -5.6800 4.8929 0.6689
C -5.0362 0.7684 -2.6014
C -2.9926 -2.3660 -1.4722
C 6.6159 -2.2502 1.7025
C -1.0561 3.9020 -5.2170
C -3.6628 -2.6587 -0.1248
C 2.1071 -7.6260 0.4441
C -7.2120 -0.3252 -2.5311
C -2.7205 4.1387 -3.4953
C 3.1952 -6.5496 0.4952
C -0.9705 2.5467 -4.9323
C -4.9943 -1.9061 -0.0242
C -2.7847 -2.1694 0.9547
H 4.4364 -4.3409 2.4689
H -1.9849 5.7625 -4.6888
H -7.5485 5.3627 -2.1144
H -3.6498 -2.7111 -2.2741
H -4.3612 -4.3775 1.0146
H -0.4254 4.3397 -5.9821
H -1.5603 2.9392 1.4862
H -0.2692 1.9198 -5.4705
H -4.8339 -0.8340 -0.1276
H 0.5085 0.0418 1.7431
H 4.9091 -0.0432 -1.8695
H 4.7160 3.1005 3.6265
H -4.5211 -4.5277 -0.7457
H 4.8161 1.6773 -2.2787
H -1.0711 0.5229 1.9243
H 1.3570 2.1629 1.7769
H 7.0484 2.2317 -0.3896
H -3.3844 4.7797 -2.9261
H 6.8992 -2.0029 2.7269
H 2.0006 -8.0210 -0.5730
H 3.4898 -2.6849 -0.6836
H -5.3986 -1.4778 -5.1417
H -2.0322 -2.8786 -1.5476
H 4.1535 -3.0398 3.6306
H 3.6406 -6.4850 1.4938
H -5.6516 -2.2298 -0.8338
H 3.1994 0.2610 5.9545
H 3.9560 2.6569 5.1596
H 3.0334 3.1894 0.2388
H 3.3604 0.8017 -1.7733
H 4.9029 -3.7618 -0.4495
H 4.3576 3.5820 1.3425
H 2.8097 -4.4406 0.1517
H -2.9274 -4.6989 0.0245
H -0.4495 4.0766 2.2902
H 2.9904 2.7558 3.6766
H -7.6075 -1.7879 -4.0583
H 7.1855 -1.5957 1.0387
H 2.5525 -0.8330 4.7238
H 3.9858 -6.7116 -0.2358
H -2.8311 -1.2924 -1.5922
H -6.0399 3.5986 -2.9429
H 5.1060 -2.1164 -1.0404
H 0.3069 2.0321 3.1810
H -3.7874 0.1282 -4.2284
H 4.5616 3.7911 -0.4026
H -8.1775 -0.4468 -2.0512
H 6.9217 -3.2848 1.5049
H -4.0482 3.4864 0.8260
H 2.9035 -3.4256 2.4590
H -7.3285 6.1933 0.2088
H 6.9520 1.8546 1.3392
H 6.8437 1.0415 3.5606
H 0.0079 -7.2136 0.7581
H 7.1354 0.5511 0.1660
H -5.4820 -2.1024 0.9329
H 6.3357 0.9441 5.2567
H -5.5762 5.2556 1.6857
H 4.1106 -1.1757 5.4801
H 6.5297 -0.5297 4.2977
H -3.0971 0.4764 0.1892
H -1.6521 0.9421 -3.7025
H 2.3018 -8.4503 1.1289
H -6.5629 1.1664 -1.1444
*
```

- HOMO energy: -1.00 eV
- E: -5741.487703 Eh
- Gap between HOMO and LUMO: 4.479 eV

No. 2
Density functional theory data (ωB97M-V/def2-TZVPD) for a single CBrNOS molecule.

Geometry as ORCA input:
```
! wB97M-V def2-TZVPD RIJCOSX def2/J DEFGRID3
* xyz 0 3
Br 1.4101 1.0918 -0.8553
S 0.2932 -0.6008 -1.6061
O -1.0145 -0.9179 0.0130
N -0.1759 0.6624 1.5532
C -0.5129 -0.2356 0.8952
*
```

- HOMO energy (spin up / spin down): -8.98 / -10.08 eV
- E: -3140.162360 Eh
- Gap between HOMO and LUMO (spin up / spin down): 7.502 / 6.316 eV

No. 3
Density functional theory data (ωB97M-V/def2-TZVPD) for a molecular structure, C23H45FN4O6P2S2.

Geometry as ORCA input:
```
! wB97M-V def2-TZVPD RIJCOSX def2/J DEFGRID3
* xyz 0 1
S -4.9948 -0.8133 -0.0134
S 0.0019 4.3002 -1.4621
P 0.3899 0.4031 -3.5379
P -1.0856 3.3782 -2.7609
F -3.3530 3.0537 -1.1177
O -6.6493 1.1096 6.8778
O -0.3995 3.1987 -4.1856
O -2.3278 4.3279 -3.1197
O 4.5577 -0.8811 -3.6390
O 7.2839 -1.7853 -0.0848
O -5.2477 -0.9221 3.0274
N -4.6507 0.7451 -0.2402
N 7.5315 -0.3938 -2.7164
N -3.8385 -1.4831 -0.8525
N -4.0352 0.3916 5.6208
C 6.7436 0.2779 -3.7466
C 8.0936 -0.6434 -0.3389
C 5.2321 0.3646 -3.5581
C -1.8873 -0.6931 -2.1729
C 7.4778 0.2393 -1.4039
C 1.2284 -1.2388 -3.6092
C -4.2897 0.1254 3.0824
C 7.8471 -3.0079 -0.5194
C -3.5605 0.7431 -0.9929
C -2.5274 -3.1623 -2.6704
C 4.5356 -1.6328 -2.4345
C -3.0599 -0.5214 -1.3792
C -1.7310 1.7520 -2.2306
C -2.8581 1.8677 -1.4772
C -5.4491 1.8668 6.9829
C -6.4583 -0.6618 3.7180
C -1.4365 -2.0855 -2.5789
C 1.6252 1.2294 -2.4286
C -3.4125 0.1053 4.3306
C 1.4833 0.8579 -0.9440
C -6.7059 -0.0145 7.7341
C -1.1821 0.4241 -2.5595
C -4.6023 1.7303 5.7352
H 6.9270 -0.2532 -4.6838
H -2.9729 -0.8924 4.4062
H 9.1142 -0.9315 -0.6066
H 3.6325 -2.2433 -2.4465
H 8.8620 -3.1352 -0.1319
H -2.5841 0.8053 4.1838
H -2.8490 -3.5334 -1.7093
H 0.3419 3.8177 -4.2375
H -2.2148 -3.9598 -3.3364
H -4.8825 1.5905 7.8767
H 0.8104 -1.8631 -4.3871
H -7.7190 -0.4109 7.6875
H -2.6173 4.1566 -4.0277
H 6.4476 0.4572 -1.0917
H 4.9524 0.8934 -2.6388
H 8.1438 -0.0741 0.5935
H 2.4629 0.8321 -0.4711
H -3.6270 -0.0335 2.2289
H -3.3936 -2.7118 -3.1520
H -5.7419 2.9154 7.0871
H -4.7666 -0.2877 5.7809
H 7.2034 -1.3465 -2.6331
H -7.2482 -1.2287 3.2234
H -6.4091 -1.0078 4.7533
H -6.4917 0.2662 8.7694
H -1.0850 -1.9888 -3.5963
H -6.7231 0.3975 3.6951
H -0.6293 -2.4382 -1.9488
H 7.2260 -3.8119 -0.1278
H 2.2671 -1.0330 -3.8446
H 2.5714 0.8093 -2.7674
H -4.7693 1.0963 2.9163
H 7.8659 -3.0852 -1.6118
H 1.0805 -0.1532 -0.8708
H -5.2397 1.9839 4.8778
H 0.8045 1.5031 -0.3994
H 7.1360 1.2913 -3.8763
H 8.0254 1.1854 -1.4436
H 4.8403 0.9628 -4.3856
H 4.5119 -0.9935 -1.5486
H -3.7872 2.4585 5.7762
H 1.1760 -1.7328 -2.6458
H -6.0111 -0.8020 7.4229
H 5.3875 -2.3145 -2.3780
H 1.6829 2.2924 -2.6149
*
```

- HOMO energy: -7.81 eV
- E: -3152.736057 Eh
- Gap between HOMO and LUMO: 7.159 eV

No. 4
Density functional theory data (ωB97M-V/def2-TZVPD) for a molecular structure, C44H37MnN3O4S4.

Geometry as ORCA input:
```
! wB97M-V def2-TZVPD RIJCOSX def2/J DEFGRID3
* xyz 2 2
Mn -0.4534 0.5654 0.7849
S 1.2059 2.1264 0.6424
S -2.3840 -0.5199 1.0617
S -2.6634 -0.8901 3.0610
S -1.1588 -2.1789 -1.5206
O -0.7391 1.2191 -1.1630
O 0.8127 2.8119 -0.8471
O 0.9710 -0.8109 0.2222
O -0.5749 -5.0355 -0.5625
N -0.0788 -2.7690 -0.3493
N 1.2515 -4.2455 0.6483
N -1.6163 2.1716 1.3010
C -0.1551 2.2186 -1.5805
C -0.4013 2.8633 -2.8689
C 2.4174 -3.3533 3.0871
C -1.0960 4.6571 -6.6982
C 3.1515 -2.1851 -1.5683
C 4.1263 -2.3343 -2.5491
C -5.2480 -3.2146 0.2024
C -2.7177 -2.5650 -0.7858
C -3.7649 3.1560 1.6429
C 0.4662 3.3471 1.7244
C -3.1624 4.3321 2.0656
C -4.7193 -3.9109 -0.8744
C -0.7559 -0.8057 4.9182
C 0.1437 -4.1843 -0.1348
C -3.2695 -1.8660 0.2827
C 3.1130 -3.0636 4.2558
C 3.6221 -1.6121 1.9489
C -3.4583 -3.5945 -1.3571
C -0.6210 4.8212 -4.2332
C 4.9655 -4.2781 -1.4223
C 2.6771 -2.6360 1.9282
C -0.0960 0.1377 2.7290
C 5.0306 -3.3793 -2.4801
C -0.1362 5.2049 -1.8313
C 3.9972 -4.1313 -0.4458
C -0.8619 4.0380 -5.3544
C 1.1513 0.3854 3.3182
C -1.0344 3.3133 1.6985
C 4.0662 -2.0596 4.2679
C 0.9325 -2.0357 0.1710
C -0.7195 0.5407 -3.9144
C -1.7818 4.4159 2.0808
C -0.6762 2.0420 -3.9838
C -4.5204 -2.1910 0.7904
C 2.0300 -3.0008 0.6060
C 4.3117 -1.3259 3.1133
C 1.4408 0.0984 4.6452
C -0.3716 4.2669 -2.9872
C -1.0087 -0.4706 3.5931
C 0.4836 -0.4967 5.4520
C -0.8822 2.6536 -5.2070
C -2.9566 2.1057 1.2561
C -3.5305 0.8381 0.7010
C 3.0773 -3.0881 -0.5173
H 5.6756 -5.0910 -1.3551
H 1.9640 0.7943 2.7227
H -1.2811 5.3220 2.3927
H 0.1299 0.1269 -3.3693
H -0.3200 4.3476 -7.3997
H -0.6239 5.8996 -4.3322
H 2.4670 -1.3482 -1.6388
H 0.9187 5.2485 -1.5611
H 0.8555 4.3371 1.4879
H -4.9345 -1.6708 1.6452
H -3.0202 -4.1590 -2.1684
H -4.5138 0.6042 1.1040
H -1.6234 0.1989 -3.4085
H -3.5810 0.8672 -0.3919
H 3.8488 -1.0686 1.0396
H 4.6254 -1.8528 5.1709
H 4.1755 -1.6270 -3.3660
H 5.7890 -3.4948 -3.2420
H 2.4201 0.3232 5.0438
H -0.6997 4.9107 -0.9431
H -3.7660 5.1752 2.3724
H -0.7116 0.1266 -4.9200
H -5.2803 -4.7165 -1.3269
H 5.0635 -0.5474 3.1153
H -1.0656 2.0329 -6.0758
H 1.7097 -5.1398 0.7394
H -1.5035 -1.2946 5.5308
H -0.4539 6.2086 -2.1050
H 0.8376 3.0658 2.7156
H -1.0938 5.7435 -6.6455
H 1.6789 -4.1442 3.0911
H -6.2218 -3.4704 0.5963
H 0.6999 -0.7359 6.4841
H 3.9797 -4.8233 0.3888
H -4.8407 3.0603 1.6051
H -2.0524 4.3335 -7.1103
H 2.9174 -3.6403 5.1497
*
```

- HOMO energy (spin up / spin down): -13.26 / -13.28 eV
- E: -4907.429603 Eh
- Gap between HOMO and LUMO (spin up / spin down): 7.698 / 7.710 eV

Question: What is the E in the first record?
Answer: -5741.487703 Eh

Question: The highest E belongs to which entry?
Answer: CBrNOS